22
Properties=species:S:1:pos:R:3:forces:R:3 method="wB97M-V/def2-TZVPD" de_lowest_ev=1.5151 e_homo_ev=-8.51 e_lumo_ev=1.06 smiles="C=C/C(=C/C)CCC" homo_lumo_gap_ev=9.570 spin_multiplicity=1
C -0.331585 -2.042829 1.911380 0.483 -0.507 1.234
C 0.357290 -0.802802 1.277995 -1.246 -1.766 -0.215
C -0.572486 -0.200769 0.225531 1.132 1.509 -0.516
C 0.216670 0.801910 -0.647664 -1.909 -0.292 -0.055
C 0.392764 0.583715 -1.955377 0.697 0.213 0.630
C 0.060709 -0.672550 -2.670718 -0.090 -0.977 -0.779
C -0.120309 2.684270 0.985011 0.654 -0.733 0.543
C 0.507013 2.109520 -0.041173 0.334 0.276 -0.098
H -1.258141 -2.425046 1.488018 -0.196 0.598 -0.348
H 0.268674 -2.962301 1.989662 0.358 0.461 -0.247
H -0.516587 -1.785801 2.958115 -0.409 -0.211 -0.029
H 1.260858 -1.143610 0.776808 0.253 0.310 0.115
H 0.566502 -0.141094 2.113091 0.343 0.379 -0.402
H -1.380937 0.380723 0.672501 -0.127 -0.295 0.179
H -1.025126 -0.960210 -0.405164 0.076 -0.148 0.083
H 0.898414 1.361178 -2.517560 -0.051 0.043 -0.149
H 0.636461 -0.786153 -3.592685 0.022 0.248 0.018
H -0.988660 -0.764094 -2.983091 0.061 0.258 0.165
H 0.278035 -1.592042 -2.116944 -0.023 0.267 0.257
H -0.943063 2.201366 1.495399 -0.071 0.032 0.002
H 0.364356 3.490845 1.522407 -0.395 0.442 -0.397
H 1.329142 2.665774 -0.485534 0.104 -0.107 0.010

7
Properties=species:S:1:pos:R:3:forces:R:3 method="wB97M-V/def2-TZVPD" de_lowest_ev=2.2532 e_homo_ev=-10.74 e_lumo_ev=-1.12 smiles="O=CS(=O)(=O)Cl" homo_lumo_gap_ev=9.623 spin_multiplicity=1
C 0.139974 -0.155548 0.777075 -0.628 0.362 1.435
O -0.331655 -0.882918 1.590953 1.240 0.984 -1.594
O 2.784926 -1.444400 0.791790 -0.411 1.308 -0.377
O 1.560999 -0.784198 -1.237675 -0.066 -0.107 -2.471
S 2.037015 -0.465359 0.043237 -0.847 -0.662 2.746
Cl 3.105406 1.340014 -0.008515 -0.533 -0.690 0.081
H -0.443253 0.729818 0.304262 1.245 -1.195 0.180

15
Properties=species:S:1:pos:R:3:forces:R:3 method="wB97M-V/def2-TZVPD" de_lowest_ev=2.2363 e_homo_ev=-9.99 e_lumo_ev=0.93 smiles="[H]/N=C/CCN=C=O.[H][H]" homo_lumo_gap_ev=10.924 spin_multiplicity=1
O 3.071222 -0.071149 -0.429834 -0.691 0.358 0.073
C 2.041505 0.476739 -0.303641 0.154 -0.016 -0.079
N 0.547276 -1.481380 1.125193 -0.357 -0.071 -0.168
C -0.588170 -1.301024 0.587650 0.157 0.051 0.092
C -1.119603 0.082595 0.328033 0.011 0.011 -0.036
C -0.105451 1.191900 0.593753 -0.160 0.012 0.189
N 1.022825 1.133077 -0.312594 0.561 -0.317 -0.040
H 0.755323 -2.474852 1.228370 -0.018 0.098 0.010
H -0.558812 0.230267 -3.142344 0.041 0.010 0.008
H -1.249988 -2.124507 0.283570 0.128 0.066 0.061
H -2.001622 0.238249 0.965931 0.118 -0.020 -0.082
H -1.478898 0.138631 -0.707110 0.051 -0.031 0.153
H 0.241685 1.136253 1.630370 -0.033 0.002 -0.133
H -0.590674 2.160832 0.448757 0.074 -0.141 0.029
H -0.082498 0.456900 -2.616704 -0.038 -0.012 -0.077

13
Properties=species:S:1:pos:R:3:forces:R:3 method="wB97M-V/def2-TZVPD" de_lowest_ev=3.7905 e_homo_ev="-8.59 / -7.53" e_lumo_ev="0.19 / -0.19" homo_lumo_gap_ev="8.777 / 7.347" spin_multiplicity=1
C 0.509196 -0.295930 -1.989007 -0.932 1.107 -0.183
C -0.295126 0.902960 -1.366851 0.364 -0.090 -0.643
C 0.469118 0.264914 0.733128 0.951 -0.840 -1.379
C 0.197876 -0.609425 1.901227 -0.209 0.019 0.090
N 1.179702 -1.058088 -1.319403 0.375 -0.224 1.494
O -0.536995 0.612134 -0.033801 -0.475 0.209 0.765
I 2.163971 1.530369 0.848066 -0.198 -0.073 0.003
H 0.391151 -0.300611 -3.073277 0.171 -0.230 -0.274
H 0.339857 1.788040 -1.499622 -0.159 0.029 0.135
H -1.258542 1.045277 -1.855119 0.067 0.005 0.066
H 0.380622 -0.099866 2.846454 -0.002 0.075 0.026
H 0.842661 -1.486616 1.864487 0.085 0.025 -0.057
H -0.837937 -0.942832 1.867963 -0.038 -0.012 -0.042

66
Properties=species:S:1:pos:R:3:forces:R:3 method="wB97M-V/def2-TZVPD" de_lowest_ev=0.0000 e_homo_ev="-10.39 / -11.04" e_lumo_ev="-3.13 / -4.97" charge=+1 homo_lumo_gap_ev="7.252 / 6.075" s_squared=0.77 spin_multiplicity=2
Ir 0.052553 -0.124406 0.042538 -1.202 2.224 -1.614
O -3.869570 0.192366 1.127835 -0.082 0.037 0.308
C -2.666145 0.119028 1.063736 0.000 -0.013 -0.688
N -1.913015 0.087561 -0.098154 -0.311 -0.280 0.291
C -2.395327 0.096842 -1.370251 0.323 -0.006 -0.171
C -3.752572 0.139754 -1.748408 -0.086 0.162 0.190
C -4.086846 0.115428 -3.071467 0.036 0.053 0.020
C -3.093626 0.044555 -4.075661 0.031 -0.017 0.038
C -1.765643 -0.005555 -3.756553 0.228 0.083 -0.061
C -1.371292 0.021999 -2.405153 -0.255 -0.033 0.248
N -0.093747 -0.045722 -1.934104 0.351 -0.146 -0.298
C 1.060511 -0.086844 -2.697543 -0.750 -0.151 0.035
O 1.108936 -0.096586 -3.905789 0.322 0.031 -0.098
C 2.283487 -0.068055 -1.831762 0.373 0.023 0.080
C 3.542052 -0.145069 -2.397821 -0.126 0.067 -0.177
C 4.654580 -0.064989 -1.577762 -0.010 -0.019 0.058
C 4.466968 0.082327 -0.213140 0.081 0.062 -0.085
C 3.178428 0.124393 0.285056 0.027 0.048 0.038
N 2.108186 0.056190 -0.504949 0.183 -0.901 0.444
C -1.789111 0.053295 2.278027 0.065 -0.041 0.321
C -2.353492 -0.004415 3.537841 -0.133 0.118 -0.118
C -1.524970 -0.074633 4.645320 0.043 0.007 -0.019
C -0.153729 -0.093104 4.449169 -0.068 0.110 0.100
C 0.341569 -0.042056 3.159776 0.082 0.050 -0.002
N -0.455837 0.038222 2.092245 0.402 -0.876 0.207
H -4.501850 0.192194 -0.977267 -0.047 -0.027 -0.034
H -5.129557 0.154723 -3.355855 0.000 -0.031 -0.005
H -3.387483 0.020030 -5.116321 -0.017 -0.010 0.005
H -1.005532 -0.080181 -4.515254 -0.036 0.004 -0.048
H 3.609159 -0.265962 -3.470127 0.037 0.038 -0.001
H 5.652053 -0.117200 -1.992189 -0.009 -0.018 -0.019
H 5.309033 0.149597 0.460475 -0.030 -0.004 0.035
H 2.993424 0.200657 1.345884 -0.049 -0.059 -0.012
H -3.432204 0.013052 3.608260 0.002 -0.008 0.040
H -1.938607 -0.111853 5.643782 -0.016 -0.025 -0.008
H 0.528811 -0.142595 5.285320 0.028 -0.030 -0.027
H 1.403151 -0.076257 2.966300 -0.022 -0.087 -0.055
N 0.113625 7.191649 -1.223280 -0.008 0.049 -0.045
C -0.145544 6.522195 -0.078370 -0.006 0.078 -0.037
O -0.476021 7.073327 0.948678 0.021 -0.039 0.015
C 0.010007 5.015997 -0.105244 0.020 -0.126 -0.008
C 0.338747 4.258709 -1.221846 0.000 0.112 0.160
C 0.442635 2.886074 -1.091382 0.112 -0.001 -0.171
N 0.241229 2.251808 0.062720 -0.359 -1.424 0.050
C -0.061691 2.978934 1.142826 0.012 -0.016 0.077
C -0.185710 4.351195 1.097888 0.027 0.131 -0.042
H 0.004211 8.192155 -1.209975 -0.022 -0.003 0.021
H 0.331236 6.754725 -2.098131 0.016 -0.053 0.032
H 0.516417 4.703118 -2.190602 0.009 -0.064 -0.028
H 0.705086 2.278088 -1.945642 -0.079 0.031 0.011
H -0.199497 2.438434 2.068684 -0.046 0.042 -0.033
H -0.432806 4.932605 1.974952 -0.007 -0.062 0.038
C -1.964405 -5.131795 -1.471881 -0.108 0.098 -0.101
N -0.978865 -4.366609 -0.717464 -0.003 0.219 -0.058
C -0.035759 -4.955338 0.063300 0.187 -0.172 0.130
C 0.869319 -4.255839 0.769185 -0.131 -0.032 -0.097
C 0.822461 -2.816157 0.711606 -0.142 -0.186 -0.044
O 1.566827 -2.074852 1.354503 0.090 -0.243 0.089
N -0.143536 -2.259676 -0.123606 1.103 1.590 1.116
C -1.053679 -2.977989 -0.841579 -0.047 -0.054 -0.025
O -1.905004 -2.482448 -1.562453 -0.025 -0.130 -0.002
H -1.772494 -6.193726 -1.348587 0.048 0.016 0.056
H -1.910905 -4.862860 -2.524711 0.044 -0.058 -0.009
H -2.967697 -4.887732 -1.126891 0.001 -0.067 0.040
H -0.048106 -6.037013 0.090085 -0.085 0.003 -0.068
H 1.607472 -4.743609 1.383885 0.012 0.026 0.016

60
Properties=species:S:1:pos:R:3:forces:R:3 method="wB97M-V/def2-TZVPD" de_lowest_ev=0.0792 e_homo_ev=-9.39 e_lumo_ev=0.51 smiles="CN(C[C@@H](O)CNC(=O)c1cnn(CC2CCC2)c1)C(=O)C[C@H]1CCCC(=O)N1" homo_lumo_gap_ev=9.898 spin_multiplicity=1
C -1.799130 2.725417 -0.093759 -0.058 -0.013 0.087
N -0.873106 2.174806 -1.071609 -0.018 0.082 -0.131
C 0.043440 1.137084 -0.614200 -0.117 -0.059 0.105
C 1.462067 1.646225 -0.404590 0.124 0.090 0.081
O 1.508464 2.716767 0.534028 -0.109 0.006 -0.038
C 2.390762 0.569681 0.131309 0.112 -0.055 -0.069
N 1.959987 0.007597 1.391120 -0.032 -0.042 0.053
C 1.233454 -1.142656 1.452217 -0.053 0.118 0.101
O 0.931010 -1.769996 0.448645 -0.009 -0.076 -0.048
C 0.810310 -1.574822 2.800484 0.145 0.124 -0.101
C 0.971862 -0.983173 4.072442 -0.057 -0.073 -0.061
N 0.418073 -1.720742 5.018312 -0.021 0.002 -0.020
N -0.099764 -2.784292 4.374787 0.072 -0.002 0.121
C -0.780628 -3.827884 5.124848 0.058 -0.051 0.033
C -2.219684 -4.005901 4.704046 -0.226 0.145 -0.015
C -2.562785 -4.687182 3.357342 0.033 -0.093 0.063
C -3.735369 -5.403428 4.067783 0.061 0.112 0.038
C -3.043844 -5.098657 5.417707 0.051 -0.065 -0.069
C 0.115433 -2.735955 3.054459 -0.048 -0.065 -0.088
C -1.025493 2.533479 -2.382023 0.290 0.277 0.141
O -1.806559 3.406554 -2.730300 -0.073 -0.174 -0.008
C -0.160452 1.825946 -3.411395 -0.192 -0.083 -0.069
C 0.015325 2.669182 -4.678823 0.035 -0.094 -0.068
C 0.839321 3.926350 -4.436152 -0.005 0.043 0.053
C 2.316130 3.598392 -4.276579 0.037 0.056 0.017
C 2.844163 2.931964 -5.539079 0.067 0.051 0.011
C 1.955281 1.842784 -6.094121 -0.123 0.030 0.064
O 2.382074 1.013928 -6.876180 -0.026 -0.073 -0.049
N 0.641631 1.863061 -5.723519 0.091 -0.030 -0.054
H -2.406364 3.478989 -0.583260 -0.019 0.010 0.015
H -2.446269 1.936794 0.299194 -0.005 0.013 -0.014
H -1.271323 3.176011 0.749299 0.042 -0.038 -0.041
H -0.339807 0.778936 0.342010 0.020 -0.027 -0.014
H 0.049976 0.276475 -1.282010 -0.004 -0.002 -0.062
H 1.870067 1.990494 -1.363757 0.037 -0.015 0.051
H 0.952905 3.433082 0.207569 0.012 -0.006 -0.014
H 2.469264 -0.242864 -0.591005 -0.018 0.002 0.026
H 3.379430 1.010649 0.265945 -0.015 -0.008 -0.021
H 2.135520 0.530922 2.230781 -0.035 -0.011 -0.009
H 1.458140 -0.058033 4.339999 -0.004 0.005 0.033
H -0.234937 -4.768819 5.007208 0.015 0.025 -0.001
H -0.713773 -3.524025 6.168232 -0.011 -0.023 0.007
H -2.735112 -3.044011 4.773608 0.014 -0.003 0.005
H -2.789740 -4.048692 2.505624 0.002 -0.003 -0.014
H -1.784729 -5.400835 3.074400 -0.002 0.004 -0.023
H -4.666023 -4.847020 3.961230 -0.008 -0.001 -0.001
H -3.915956 -6.446007 3.816705 -0.003 -0.011 -0.004
H -2.402824 -5.927638 5.726120 -0.010 -0.006 0.019
H -3.661978 -4.794983 6.260234 -0.005 -0.009 0.010
H -0.222404 -3.507191 2.383701 0.017 0.022 -0.026
H 0.812084 1.523459 -3.028667 -0.035 0.027 0.028
H -0.684886 0.898638 -3.668150 0.042 -0.019 -0.036
H -0.974398 2.964360 -5.025257 0.002 -0.004 0.017
H 0.707942 4.603752 -5.284523 0.011 -0.017 0.000
H 0.445613 4.437970 -3.558206 -0.021 0.016 -0.007
H 2.883386 4.507713 -4.071173 0.009 -0.016 0.016
H 2.470480 2.940684 -3.415658 -0.006 0.003 -0.010
H 2.946507 3.670152 -6.340493 -0.012 -0.002 0.011
H 3.830045 2.491755 -5.396022 0.003 0.004 -0.018
H 0.107190 1.104734 -6.120852 -0.022 0.001 -0.002